C17H27N2O10V | the ωB97M-V functional and the def2-TZVPD basis

Results
Kohn-Sham gap (spin up / spin down) (eV): 5.6 / 6.3
LUMO (spin up / spin down) (eV): -12.14 / -11.46
Maximum force (Eh/bohr): 0.0254
HOMO (spin up / spin down) (Eh): -0.651 / -0.651
Relative energy (zero: lowest compared OMol25 entry of this formula, charge and spin) (kJ/mol): 61.2

Geometry as ORCA input:
```
! wB97M-V def2-TZVPD RIJCOSX def2/J DEFGRID3
* xyz 3 2
V 0.2449 0.4757 0.5719
C 2.5277 1.7652 -0.9491
C 1.5055 2.8860 -0.7811
O 0.2480 2.2888 -0.3659
C -0.9145 3.1542 -0.6606
C -2.1008 2.2390 -0.7240
O -1.9979 1.4762 0.4734
C -2.9772 0.4432 0.6113
C -2.6713 -0.1826 1.9758
O -1.3110 0.1749 2.3270
C -1.2491 1.2137 3.3313
C -0.0355 2.0498 2.9734
O 0.9395 1.1475 2.3687
C 1.3868 0.1521 3.3371
C 2.1102 -0.8979 2.5516
O 1.3056 -1.1149 1.3518
C 2.1159 -1.6906 0.2872
C 2.9042 -0.5527 -0.3289
O 1.9923 0.5847 -0.2976
H 3.4721 2.0201 -0.4704
H 2.6999 1.5234 -1.9957
H 1.3477 3.3853 -1.7341
H 1.8088 3.6249 -0.0408
H -0.7349 3.6475 -1.6129
H -0.9973 3.8909 0.1372
H -2.0527 1.5847 -1.6001
H -3.0293 2.8124 -0.7521
H -2.8506 -0.2795 -0.1943
H -3.9866 0.8490 0.5527
H -2.7571 -1.2661 1.9606
H -3.3407 0.2063 2.7392
H -1.1794 0.7609 4.3199
H -2.1373 1.8435 3.3099
H 0.4461 2.5577 3.8070
H -0.2685 2.7681 2.1907
H 0.5277 -0.2916 3.8290
H 2.0382 0.6339 4.0647
H 2.1827 -1.8373 3.0964
H 3.1058 -0.5592 2.2665
H 1.4359 -2.1294 -0.4323
H 2.7454 -2.4739 0.7053
H 3.1767 -0.7656 -1.3613
H 3.7952 -0.2831 0.2368
O -2.2399 -4.7035 -2.3332
C -1.6438 -4.2699 -3.4320
O -1.7608 -4.7997 -4.4908
C -0.7410 -3.0573 -3.3637
C -0.0032 -2.6812 -4.4609
N 0.6605 -1.5564 -4.1205
N 0.4253 -1.1346 -2.8948
C -0.4336 -2.0432 -2.4138
C -0.9571 -1.9510 -1.0818
O -1.5581 -2.6555 -0.3766
O -0.5566 -0.5705 -0.4401
H -2.0137 -4.2383 -1.5161
H 0.0683 -3.1456 -5.4318
H 1.2825 -1.0284 -4.7187
*
```


C18H28N2O2 | the ωB97M-V functional and the def2-TZVPD basis

Results
Kohn-Sham gap (eV): 10.0
LUMO (eV): 0.58
Maximum force (Eh/bohr): 0.0870
SMILES string: CCN1C(=O)CC[C@H]1C(=O)NC[C@]12C[C@H]3C[C@H](C[C@H](C3)C1)C2
HOMO (Eh): -0.347
Relative energy (zero: lowest compared OMol25 entry of this formula, charge and spin) (kJ/mol): 281.2

Geometry as ORCA input:
```
! wB97M-V def2-TZVPD RIJCOSX def2/J DEFGRID3
* xyz 0 1
C -4.7380 0.1825 -0.4218
C -4.5700 1.5562 0.2064
N -3.1178 1.9060 0.2340
C -2.6094 2.8194 1.1801
O -3.1180 3.3176 2.1583
C -1.2779 3.4747 0.6684
C -1.2598 3.1614 -0.9040
C -2.3716 1.9992 -1.1140
C -1.6080 0.8094 -1.6826
O -1.1760 0.8306 -2.8551
N -1.3102 -0.1652 -0.7561
C -0.3986 -1.2960 -1.0902
C 0.9727 -1.3233 -0.2821
C 1.9256 -2.2018 -1.0285
C 3.3103 -2.3394 -0.4382
C 3.8691 -0.9420 -0.3292
C 3.0142 -0.0040 0.4677
C 2.8945 -0.6266 1.8611
C 2.1190 -1.9621 1.7548
C 3.1230 -2.8366 0.9880
C 0.7652 -1.8657 1.1417
C 1.5683 0.0488 -0.1498
H -4.4439 0.3010 -1.4668
H -4.0849 -0.5212 0.0146
H -5.6415 -0.3585 -0.2919
H -5.0851 1.6761 1.1408
H -5.0389 2.3321 -0.5034
H -0.5838 2.8527 1.2669
H -1.3067 4.5865 0.7843
H -0.3015 2.8954 -1.3380
H -1.5165 3.9907 -1.4894
H -3.0845 2.3073 -1.7892
H -1.4993 0.1655 0.2376
H -0.9369 -2.1871 -0.8606
H -0.1474 -1.3597 -2.1460
H 1.4856 -3.1961 -1.0500
H 1.9919 -1.9056 -2.0759
H 3.7761 -3.1435 -1.0864
H 3.8282 -0.3980 -1.3261
H 4.9658 -0.9846 -0.1836
H 3.3704 1.0470 0.5954
H 2.3515 -0.0312 2.5302
H 3.9048 -0.6379 2.2471
H 2.1130 -2.3332 2.8394
H 2.7631 -3.8583 0.9357
H 4.0798 -2.7553 1.5008
H 0.0424 -1.2510 1.6464
H 0.4948 -2.9254 1.0969
H 0.9018 0.7342 0.3500
H 1.5952 0.4149 -1.1878
*
```


C6H12S2 | the ωB97M-V functional and the def2-TZVPD basis

Results
Kohn-Sham gap (eV): 9.4
LUMO (eV): 0.79
Maximum force (Eh/bohr): 0.0103
SMILES string: C1CSCCS1.C=C
HOMO (Eh): -0.317
Relative energy (zero: lowest compared OMol25 entry of this formula, charge and spin) (kJ/mol): 95.4

Geometry as ORCA input:
```
! wB97M-V def2-TZVPD RIJCOSX def2/J DEFGRID3
* xyz 0 1
C -1.4240 -0.3355 1.1082
C -1.4254 -1.8360 0.8538
S -0.2736 -2.3442 -0.4458
C -0.9489 -1.3828 -1.8218
C -0.9475 0.1177 -1.5674
S -2.0993 0.6258 -0.2679
H -0.4009 0.0156 1.3438
H -2.0708 -0.0924 1.9730
H -2.4464 -2.1852 0.6067
H -1.0939 -2.3791 1.7597
H -0.3021 -1.6260 -2.6867
H -1.9720 -1.7340 -2.0574
H 0.0735 0.4669 -1.3204
H -1.2790 0.6607 -2.4733
C 3.1322 1.4466 0.8029
C 2.4045 2.5630 0.8624
H 2.6723 0.4824 0.5577
H 4.2107 1.4618 0.9975
H 1.3260 2.5478 0.6677
H 2.8644 3.5271 1.1076
*
```


C4H28NO9 | the ωB97M-V functional and the def2-TZVPD basis

Results
Kohn-Sham gap (eV): 11.3
LUMO (eV): -2.32
Maximum force (Eh/bohr): 0.1238
HOMO (Eh): -0.502
Relative energy (zero: lowest compared OMol25 entry of this formula, charge and spin) (kJ/mol): 255.9

Geometry as ORCA input:
```
! wB97M-V def2-TZVPD RIJCOSX def2/J DEFGRID3
* xyz 1 1
O 3.8159 -0.9565 0.5269
C 3.0134 0.1163 0.0150
C 1.6006 -0.2213 0.4041
N 1.0064 -1.2892 -0.6270
C 0.5888 -0.6032 -2.0160
C -0.8892 -0.4254 -2.2917
H 4.1660 -0.7081 1.4526
H 3.1537 1.1113 0.5249
H 3.0901 0.2028 -1.0285
H 1.4510 -0.5383 1.4568
H 0.9477 0.6828 0.4035
H 0.1363 -1.6643 -0.3917
H 1.8026 -1.9285 -0.8693
H 1.0976 0.3458 -2.2938
H 1.0962 -1.2352 -2.7866
H -1.3413 -1.2651 -2.8653
H -1.4647 -0.4432 -1.2619
H -0.9425 0.5851 -2.6441
H -4.3746 0.8980 -0.1921
H -3.1759 1.2567 -0.9320
O -3.5083 1.4014 -0.1219
H -1.9244 2.4446 3.6821
H -1.8316 3.7340 2.7160
O -2.0920 2.7909 2.7690
H 1.4594 3.2408 -2.3678
H -0.0277 2.6999 -2.0851
O 0.8979 2.4592 -2.3530
H -2.0243 3.5980 -2.6120
H -1.9899 3.4128 -1.1063
O -1.6737 3.1448 -1.9013
H -2.3591 0.2799 0.9933
H -1.8650 -0.4482 2.1568
O -1.9064 -0.5015 1.1933
H -1.2226 -3.8847 -0.0737
H -2.1208 -2.6963 0.1643
O -1.2912 -3.0922 0.3368
H 3.5494 -3.3311 -0.0517
H 3.0655 -3.6245 -1.5970
O 2.8306 -3.5585 -0.6387
H -0.9991 -0.7210 4.5407
H 0.0143 0.2351 3.7455
O -0.8594 0.0107 4.0693
*
```


C14H14N2O3S2 | the ωB97M-V functional and the def2-TZVPD basis

Results
Kohn-Sham gap (eV): 8.4
LUMO (eV): -0.29
Maximum force (Eh/bohr): 0.0187
SMILES string: Cc1ccc(S(N)(=O)=O)cc1NC(=O)/C=C/c1cccs1
HOMO (Eh): -0.318
Relative energy (zero: lowest compared OMol25 entry of this formula, charge and spin) (kJ/mol): 53.4

Geometry as ORCA input:
```
! wB97M-V def2-TZVPD RIJCOSX def2/J DEFGRID3
* xyz 0 1
C -0.9853 -3.2313 -0.5252
C -1.8161 -2.0375 -0.1916
C -3.1998 -2.1581 -0.0941
C -4.0132 -1.0639 0.1373
C -3.4285 0.1800 0.2564
S -4.4444 1.6235 0.4608
N -4.8903 1.9150 -1.1432
O -5.6300 1.2924 1.1953
O -3.6331 2.7278 0.8862
C -2.0638 0.3374 0.1890
C -1.2429 -0.7713 -0.0049
N 0.1450 -0.5586 -0.0566
C 1.0942 -1.2234 0.6796
O 0.8427 -2.1759 1.3898
C 2.4700 -0.7126 0.5377
C 2.8463 0.5290 0.2004
C 4.2039 0.9776 0.1371
C 4.6412 2.2429 -0.1725
C 6.0406 2.3668 -0.1526
C 6.6615 1.1996 0.1700
S 5.5529 -0.0752 0.4574
H -1.6099 -4.0513 -0.8682
H -0.2581 -2.9838 -1.2974
H -0.4254 -3.5520 0.3534
H -3.6439 -3.1346 -0.2174
H -5.0833 -1.1552 0.2235
H -5.8780 1.7741 -1.2818
H -4.6099 2.8356 -1.4397
H -1.6523 1.3277 0.3103
H 0.4145 0.3439 -0.4207
H 3.2228 -1.4344 0.8261
H 2.1212 1.3010 -0.0313
H 3.9737 3.0541 -0.4039
H 6.5646 3.2808 -0.3669
H 7.7130 1.0100 0.2576
*
```


C40H37BCl2N9O2S2Sc | the ωB97M-V functional and the def2-TZVPD basis

Results
Kohn-Sham gap (eV): 5.2
LUMO (eV): 4.26
Maximum force (Eh/bohr): 0.0205
HOMO (Eh): -0.034
Relative energy (zero: lowest compared OMol25 entry of this formula, charge and spin) (kJ/mol): 252.3

Geometry as ORCA input:
```
! wB97M-V def2-TZVPD RIJCOSX def2/J DEFGRID3
* xyz -2 1
Sc -0.0422 -0.2949 0.0904
C -2.1032 3.9082 -1.3928
C -1.7394 2.9605 -0.4304
N -1.1582 1.9196 -1.0046
N -1.1296 2.1582 -2.3172
C -1.6937 3.3473 -2.5846
B -0.6270 1.1023 -3.3141
N -1.3910 -0.1946 -3.0330
C -2.0737 -0.9335 -3.9192
C -2.6101 -2.0159 -3.2574
C -2.1921 -1.8508 -1.9348
N -1.4655 -0.7500 -1.8186
N 0.8686 0.8359 -3.1116
C 1.9054 1.3969 -3.7546
C 3.0548 0.7484 -3.3599
C 2.6084 -0.2101 -2.4467
N 1.2959 -0.1331 -2.3034
H -2.5877 4.8565 -1.2529
H -1.9266 2.9556 0.6262
H -1.7651 3.7165 -3.5901
H -0.8215 1.4837 -4.4307
H -2.1324 -0.6548 -4.9558
H -3.2077 -2.8015 -3.6757
H -2.3738 -2.4721 -1.0753
H 1.7609 2.2116 -4.4384
H 4.0588 0.9408 -3.6836
H 3.1785 -0.9319 -1.8911
S -2.4325 0.6009 1.6177
C -2.8388 -0.6196 2.7839
C -3.7510 -0.3382 3.8015
C -4.1824 -1.3071 4.6915
C -3.7094 -2.6041 4.5701
C -2.7788 -2.8996 3.5906
C -2.3160 -1.9319 2.7044
S -1.1219 -2.3875 1.5224
H -4.1432 0.6678 3.8678
H -4.9028 -1.0578 5.4667
H -4.0567 -3.3867 5.2359
H -2.3918 -3.9050 3.4818
C 4.3313 2.6299 0.0736
C 4.3217 1.3874 0.6833
C 3.1492 0.6491 0.7454
C 1.9131 1.0597 0.1987
C 2.0022 2.3261 -0.4201
C 3.1526 3.0973 -0.4792
H 5.2434 3.2183 0.0133
H 5.2383 0.9932 1.1194
H 3.2081 -0.3172 1.2318
H 1.1252 2.7392 -0.9090
H 3.1315 4.0715 -0.9684
Cl -0.0947 -3.1937 5.1097
C 1.5830 -2.7640 5.1993
C 2.0525 -2.1911 6.3715
C 3.3198 -1.6361 6.4339
C 4.1299 -1.6488 5.3085
C 3.6787 -2.2701 4.1651
Cl 4.7007 -2.3230 2.7759
C 2.4126 -2.8785 4.0649
N 2.1031 -3.4813 2.8758
C 1.4020 -4.6447 2.6846
C 1.1062 -5.5152 3.7344
C 0.3483 -6.6497 3.5204
C -0.1052 -6.9454 2.2481
C 0.3067 -6.1603 1.1802
C 1.0938 -5.0361 1.3650
C 1.7088 -4.3434 0.1789
C 1.2578 -2.8801 -0.0440
O 0.5402 -2.6046 -1.0055
O 1.6913 -2.0104 0.7665
H 1.3933 -2.1569 7.2261
H 3.6690 -1.1736 7.3457
H 5.1061 -1.1890 5.3094
H 2.1231 -2.8490 2.0328
H 1.4775 -5.2929 4.7234
H 0.0951 -7.2869 4.3590
H -0.7387 -7.8072 2.0796
H 0.0094 -6.4317 0.1745
H 1.4714 -4.9058 -0.7267
H 2.7970 -4.3279 0.3161
C 1.4619 5.1660 3.1108
C 1.1286 3.7153 3.0964
C 1.3550 2.7056 4.0055
C 0.8296 1.5415 3.4090
N 0.3263 1.8292 2.2244
N 0.4916 3.1376 2.0554
C 0.7869 0.1504 3.9198
H 1.8557 5.4535 4.0828
H 0.5713 5.7605 2.9068
H 2.2104 5.3901 2.3491
H 1.8391 2.7853 4.9589
H 0.2055 3.5587 1.1864
H 1.5521 -0.0161 4.6739
H 0.9375 -0.5299 3.0752
H -0.1937 -0.0665 4.3465
*
```


C14H42B2BeF8O7S7 | the ωB97M-V functional and the def2-TZVPD basis

Results
Kohn-Sham gap (eV): 5.1
LUMO (eV): -3.36
Maximum force (Eh/bohr): 0.0779
HOMO (Eh): -0.312
Relative energy (zero: lowest compared OMol25 entry of this formula, charge and spin) (kJ/mol): 188.8

Geometry as ORCA input:
```
! wB97M-V def2-TZVPD RIJCOSX def2/J DEFGRID3
* xyz 0 1
Be 9.0043 5.2288 -25.0659
B 9.8646 7.6985 -24.1136
F 8.6039 7.7630 -23.5667
F 9.7598 7.4766 -25.4432
F 10.4292 8.8958 -23.9039
F 10.4740 6.5856 -23.6726
B 8.0577 5.3575 -27.7818
F 7.4387 5.3919 -28.9745
F 7.2457 5.6493 -26.7210
F 8.8034 4.1995 -27.5178
F 8.9731 6.3229 -27.8151
C 13.6836 5.7597 -20.6478
S 14.7865 6.2436 -22.0439
O 15.0966 4.8741 -22.6628
C 13.5879 6.9957 -23.1635
H 14.1999 5.2597 -19.8284
H 12.8817 5.1256 -21.0260
H 13.4101 6.6589 -20.0959
H 13.0565 7.8297 -22.7051
H 12.8013 6.3327 -23.5240
H 14.0383 7.4452 -24.0484
C 7.3377 9.6027 -27.4252
S 6.7848 11.1416 -26.5563
O 5.2666 10.8594 -26.3315
C 7.7985 10.8884 -24.9283
H 6.6723 9.4526 -28.2754
H 7.0588 8.8752 -26.6630
H 8.3816 9.5686 -27.7371
H 8.8300 10.6012 -25.1321
H 7.2861 10.0781 -24.4098
H 7.8357 11.7753 -24.2958
C 8.2383 4.9546 -20.5049
S 8.3207 3.5863 -21.8246
O 9.2577 4.1342 -22.9520
C 9.2640 2.4513 -20.7839
H 9.2869 5.2346 -20.4053
H 7.6992 4.8309 -19.5656
H 7.8096 5.8390 -20.9763
H 8.5838 2.0392 -20.0385
H 10.0968 3.0384 -20.3969
H 9.6548 1.6742 -21.4408
C 7.0720 8.9625 -20.9114
S 5.5306 9.6548 -20.1160
O 4.4891 8.8243 -20.8070
C 5.7409 8.9174 -18.4232
H 7.0455 9.3526 -21.9288
H 7.0138 7.8744 -20.9407
H 8.0981 9.0730 -20.5605
H 4.8728 9.2154 -17.8353
H 6.5596 9.3511 -17.8490
H 5.8329 7.8313 -18.4126
C 5.3253 7.4381 -24.1059
S 5.3932 5.5968 -24.0075
O 6.8852 5.2850 -23.8865
C 4.7391 5.6805 -22.2514
H 6.0089 7.9071 -23.3982
H 4.3741 7.9046 -23.8497
H 5.6863 7.7292 -25.0923
H 3.6710 5.8462 -22.3924
H 5.2135 6.4778 -21.6792
H 4.7986 4.7778 -21.6434
C 12.8433 7.2187 -27.6003
S 13.7454 8.7556 -27.1996
O 14.9650 8.3926 -26.3824
C 12.5220 9.7296 -26.2277
H 11.7899 7.4301 -27.7839
H 12.9940 6.6648 -26.6737
H 13.1926 6.6390 -28.4546
H 12.9218 10.7283 -26.0521
H 12.2780 9.1986 -25.3076
H 11.6469 9.6853 -26.8760
C 10.9652 9.2263 -20.5827
S 12.6757 9.4834 -19.9541
O 12.4480 9.7311 -18.4670
C 12.8797 11.2240 -20.5829
H 10.3292 9.6429 -19.8016
H 10.9056 8.1427 -20.6844
H 10.6621 9.6304 -21.5485
H 13.4724 11.8953 -19.9614
H 11.8858 11.6534 -20.7088
H 13.3242 11.2171 -21.5781
*
```


C5H6ClN2O3S2 | the ωB97M-V functional and the def2-TZVPD basis

Results
Kohn-Sham gap (eV): 7.9
LUMO (eV): 2.98
Maximum force (Eh/bohr): 0.0676
HOMO (Eh): -0.182
Relative energy (zero: lowest compared OMol25 entry of this formula, charge and spin) (kJ/mol): 0.0

Geometry as ORCA input:
```
! wB97M-V def2-TZVPD RIJCOSX def2/J DEFGRID3
* xyz -1 1
C 1.5434 -0.3104 -0.7765
C 2.8895 -0.1527 -0.8606
C 1.9509 0.5208 1.3938
C -0.5947 -1.4828 0.6759
C -2.0638 -1.7031 0.5213
N 1.1358 0.0172 0.4836
N -0.2181 -0.1778 0.8085
O -1.3387 1.0272 -1.1345
O 0.2472 -2.3757 0.7007
O -0.8627 3.3290 -0.6045
S 3.5279 0.5208 0.5544
S -0.7330 1.6919 0.0266
Cl -2.3608 1.8373 1.3953
H 0.7457 -0.4499 -1.5065
H 3.4948 -0.4284 -1.7143
H -2.4881 -1.8227 1.4499
H -2.3555 -0.6862 0.1744
H -2.1861 -2.4771 -0.2020
H -0.3339 3.1225 -1.3856
*
```